Record 1
Here is a structure of composition C26H40BBeBrCaCl5F4N4O5S from the OMol25 dataset. Energies are from ωB97M-V with the def2-TZVPD basis set.

```
89
Properties=species:S:1:pos:R:3:forces:R:3
Br -1.3759 0.7525 -3.8784 0.090 -0.106 -0.234
Ca -2.8231 3.8313 0.9975 -1.195 0.448 -0.525
Cl 3.1456 5.0757 0.4295 -0.016 -0.064 -0.034
Cl 1.5519 6.0419 2.6259 -0.041 -0.022 -0.005
Cl 0.3181 4.5927 0.4455 -0.276 -0.392 -0.179
Cl -2.1786 -0.4253 3.0184 -0.645 -0.662 1.770
Cl 1.3233 7.2685 0.0257 -0.051 -0.007 -0.024
S 0.5743 -1.3760 -0.1822 0.745 -0.451 0.392
F 8.2646 -4.4682 -2.7096 0.034 0.064 0.085
F 7.1744 -6.3239 -3.5109 -0.073 -0.080 0.084
F 6.7838 -4.2694 -4.4588 -0.086 0.102 0.017
F 8.8084 -5.3207 -4.7766 0.078 0.022 -0.078
O -0.3047 5.2575 -3.2610 -0.137 -0.639 -0.044
O -5.6049 5.3393 -1.2424 0.177 0.058 0.110
O -6.8996 2.7977 -5.2010 -0.113 -0.134 -0.162
O 2.0109 3.4368 -5.1200 0.249 1.044 0.164
O -6.0524 3.5698 0.0642 1.034 -0.185 0.501
N 0.0024 -0.7598 -1.5306 -0.094 -0.063 0.195
N 0.8922 -2.0316 5.9452 0.035 0.048 0.184
N -0.2953 -0.6639 0.9303 -0.295 0.414 -0.596
N -3.3112 3.8152 -1.5632 0.574 -0.148 0.488
C -2.6985 1.5822 -1.5332 -1.724 0.254 -0.375
C 5.4273 -4.6335 0.5133 -0.121 0.334 -0.074
C -6.0737 2.2610 -6.2284 0.213 0.115 0.309
C -2.2117 0.9784 0.8303 -0.013 1.382 -0.933
C -5.3147 1.0278 -5.7688 -0.127 0.001 0.036
C 0.7497 5.3073 -3.8610 0.297 4.229 1.094
C 0.9533 3.4315 -4.5301 -0.261 -5.157 -1.351
C 1.2551 -1.9505 3.4898 0.160 -0.270 -0.048
C 4.1782 -4.2889 1.0341 0.168 0.165 0.082
C 3.5398 -3.4253 -1.1155 -0.015 -0.027 0.055
C -3.6004 2.5125 -2.2695 0.691 0.837 0.304
C -0.9696 0.0579 -1.1301 0.003 0.032 -0.708
C -1.7412 0.8179 -2.0450 0.448 -0.314 -0.077
C -1.1735 0.1283 0.2750 0.268 0.114 0.795
C 1.3160 -1.5511 7.2429 0.035 0.168 0.143
C -6.2294 4.3010 -0.9524 -0.115 0.192 -0.048
C 1.6090 5.7667 0.8901 0.091 0.268 0.179
C 1.8177 -1.6987 4.8801 0.075 -0.020 -0.237
C -2.9451 1.6398 -0.1331 0.685 -0.598 0.822
C 4.7821 -3.7642 -1.6323 -0.089 0.064 -0.116
C 0.3553 -3.3781 5.9124 -0.173 -0.229 -0.207
C 3.2379 -3.6883 0.2175 -0.011 0.030 -0.041
C 5.7286 -4.3698 -0.8191 0.226 -0.029 0.111
C -7.3341 3.8345 -1.9082 0.121 0.144 -0.076
C 2.6011 -2.1321 7.8523 -0.043 0.020 0.121
C 1.3446 -4.5531 5.9574 -0.083 -0.039 0.084
B 7.7624 -5.1019 -3.8734 0.004 -0.036 -0.048
Be 4.8528 -7.0464 0.6394 -0.168 -0.616 -0.047
H 2.8031 -2.9511 -1.7546 -0.011 -0.025 -0.025
H -8.2863 3.7956 -1.3808 0.016 -0.112 0.025
H 1.4410 -0.4656 7.1648 0.025 -0.004 -0.099
H -3.3537 2.6495 -3.3140 0.033 -0.344 -0.218
H -0.3641 -3.4830 6.7285 0.068 0.104 0.090
H -0.2465 -3.4772 5.0067 0.041 0.084 -0.043
H 3.9447 -4.4941 2.0716 -0.015 -0.027 0.002
H 2.7756 -2.2383 4.9729 0.022 0.047 -0.008
H 2.2684 -3.4239 0.6166 0.003 -0.066 0.077
H 0.0071 3.3042 -5.0937 -0.072 1.153 -0.103
H 2.4513 -3.1412 8.2337 0.028 -0.039 -0.069
H -6.3440 3.0430 -4.4553 -0.023 0.052 0.045
H -4.6632 1.2622 -4.9233 0.075 0.030 -0.052
H 0.8419 5.8264 -4.8313 -0.415 -0.727 -0.401
H -5.3741 3.0355 -6.5642 0.008 -0.078 -0.151
H -7.1111 2.8315 -2.2786 -0.092 -0.070 0.121
H -2.4492 1.1128 1.9310 0.634 -0.494 -0.862
H -3.3352 4.5852 -2.2195 -0.474 0.333 0.245
H 0.3134 -1.4464 3.3159 -0.237 0.137 0.165
H -6.7336 2.0134 -7.0580 -0.051 0.052 0.005
H 0.4949 -1.6934 7.9517 -0.039 -0.090 -0.049
H 2.0557 -0.6337 4.9614 -0.019 0.002 0.146
H 2.1982 -4.3984 5.2962 -0.002 0.023 -0.011
H 1.7184 -4.7388 6.9638 0.092 0.039 -0.017
H 0.8500 2.8638 -3.5834 0.334 0.932 0.576
H -6.0107 0.2582 -5.4348 -0.019 -0.022 -0.047
H 3.4239 -2.1496 7.1375 -0.011 -0.013 -0.030
H -3.7853 2.2758 0.1505 -0.845 -1.014 -0.381
H 1.9635 -1.5989 2.7348 0.087 -0.044 0.057
H -4.7014 0.6219 -6.5745 0.029 0.000 0.021
H -2.3264 3.7088 -1.3137 0.479 0.207 -1.098
H 1.7153 5.3887 -3.3290 -0.049 -0.891 0.189
H 2.9160 -1.5157 8.6979 -0.005 0.018 -0.004
H 6.1707 -5.0964 1.1514 0.071 0.148 0.035
H 0.8426 -5.4659 5.6308 -0.009 0.007 -0.018
H 6.6953 -4.6308 -1.2325 -0.015 0.001 -0.043
H -7.4288 4.5106 -2.7555 0.011 0.052 0.017
H 1.0987 -3.0193 3.3218 0.046 0.005 -0.078
H 5.0250 -3.5612 -2.6679 0.061 -0.073 -0.011
H -4.6246 2.1683 -2.1588 -0.300 0.447 0.147
```
Positions in Å, forces in eV/Å.

Values from the calculation:
E_LUMO: -1.357 eV
gap between HOMO and LUMO: 3.14 eV
net charge: -1
calculated total energy: -217684.451 eV

Okay, here come the Mulliken numbers, in e, for every atom: -0.160 1.566 -0.059 -0.090 -0.041 -0.715 -0.068 0.166 -0.425 -0.400 -0.404 -0.383 -0.413 -0.748 -0.480 -0.426 -0.750 -0.575 0.175 -0.264 -0.463 -0.295 -1.167 -0.256 -1.898 -0.620 -0.214 0.050 -0.816 -0.307 -0.367 -0.553 1.612 -0.443 0.199 -0.713 0.921 0.253 -0.576 -1.460 -0.593 -0.725 0.141 0.025 -0.998 -0.983 -0.922 0.611 -0.088 0.326 0.369 0.409 0.611 0.396 0.330 0.511 0.232 0.232 0.254 0.215 0.229 -0.012 0.337 0.245 0.203 0.363 0.202 0.046 0.315 0.377 0.436 0.189 0.277 0.137 0.277 0.271 2.466 0.394 0.349 0.227 0.266 0.409 0.350 0.374 0.469 0.269 0.252 0.486 0.052

***

Record 2
Here is a structure of composition C5H15N3 from the OMol25 dataset. Energies are from ωB97M-V with the def2-TZVPD basis set.

```
23
Properties=species:S:1:pos:R:3:forces:R:3
N 0.6294 1.3014 -1.7816 0.112 -0.182 -0.029
N -0.3425 -1.0895 3.1832 1.001 0.130 -1.212
N 0.4138 3.7330 -1.9420 -0.422 -0.476 0.549
C -0.0419 -1.0481 0.0337 -0.349 0.964 0.849
C -0.2544 -3.4703 0.6603 0.956 1.198 1.733
C 1.2258 2.5622 -1.4985 0.104 0.250 -0.554
C -1.2840 -0.0985 0.1079 0.563 -0.683 -0.445
C 0.0682 -2.1977 0.9146 -1.595 -1.321 -2.888
H -1.9406 -0.3161 -0.7370 0.025 0.013 0.054
H 1.2704 2.6652 -0.4183 0.389 0.033 0.154
H 0.4976 4.0276 -2.9047 0.201 -0.423 -0.190
H 0.1189 -4.2303 1.3343 -0.473 -0.364 -0.028
H -1.8695 -0.1539 1.0134 0.229 0.071 0.385
H 0.0201 -1.7310 2.0916 -0.399 0.610 2.350
H 2.2201 2.6469 -1.9709 -0.057 0.170 0.375
H -0.6974 -1.7638 3.8549 0.106 -0.455 -0.093
H -0.9967 -3.6858 -0.0942 0.299 -0.219 -0.525
H -0.7892 0.8410 -0.0900 -0.826 0.567 0.189
H 0.7610 1.0859 -2.7731 0.054 0.148 -0.012
H 0.6069 -0.8507 3.4935 -0.267 -0.006 0.173
H -0.5406 3.4157 -1.7822 -0.076 0.458 -0.194
H 0.7902 -0.3558 0.3070 0.153 -0.103 -0.423
H 0.1342 -1.2873 -1.0016 0.270 -0.382 -0.219
```
Positions in Å, forces in eV/Å.

Values from the calculation:
E_LUMO: -3.558 eV
gap between HOMO and LUMO: 2.88 eV
calculated total energy: -9889.229 eV

Okay, here come the Mulliken numbers, in e, for every atom: -0.481 -0.741 -0.598 -0.536 -0.584 -0.405 -0.700 0.015 0.269 0.270 0.221 0.287 0.372 0.195 0.390 0.246 0.254 0.095 0.153 0.291 0.259 0.228 0.500

***

Record 3
Here is a cluster of 2 separate species, CHF4N2O in total from the OMol25 dataset. Energies are from ωB97M-V with the def2-TZVPD basis set.

```
9
Properties=species:S:1:pos:R:3:forces:R:3
F 1.1026 1.2118 0.3526 -0.815 1.764 0.800
F -1.8025 1.3049 0.9613 -0.345 -0.733 -0.223
F 1.8132 0.3076 -1.4109 -0.246 -1.006 0.183
F 2.1145 -0.5953 0.5841 0.223 -1.064 -0.378
O -0.1308 -1.6183 -0.7503 0.885 1.040 0.413
N -1.8636 0.0022 0.7555 0.565 0.452 -0.215
N 0.0454 -0.5673 -0.3032 -4.351 -2.757 -0.856
C 1.3328 0.0827 -0.2020 3.432 1.907 -0.038
H -2.6117 -0.1282 0.0131 0.652 0.397 0.314
```
Positions in Å, forces in eV/Å.

Values from the calculation:
E_LUMO (alpha / beta): -9.258 / -8.484 eV
gap between HOMO and LUMO (alpha / beta): 7.62 / 9.03 eV
net charge: +1
calculated total energy: -16934.765 eV

Okay, here come the Mulliken numbers, in e, for every atom: -0.188 0.013 -0.161 -0.161 -0.099 0.040 0.400 0.826 0.329

***

Record 4
Here is a cluster of 2 separate species, C5H6S3 in total from the OMol25 dataset. Energies are from ωB97M-V with the def2-TZVPD basis set.

```
14
Properties=species:S:1:pos:R:3:forces:R:3
S -0.2098 0.2473 -1.1779 -1.397 2.933 3.266
S -0.1186 3.4202 -0.9583 -2.306 -4.369 3.541
S -0.4901 -2.3630 -0.0781 -0.439 -0.589 -1.162
C -0.6908 -3.2829 1.4474 0.320 -2.342 -0.124
C 1.3921 -0.4347 0.9717 3.977 4.582 2.762
C -0.7023 1.9629 -0.0162 2.284 2.739 -1.819
C 2.3117 0.3013 1.5479 -2.651 -2.458 -2.564
C -0.0197 -0.6878 0.3596 1.636 -0.301 2.113
H -1.1363 1.9891 1.4615 1.259 -0.420 -4.687
H -0.9397 -4.4786 1.0884 0.513 3.631 1.030
H 0.3912 -3.3212 1.8286 -2.024 0.014 0.517
H 3.2680 0.9740 1.9123 -3.114 -2.422 -1.130
H -1.5571 -2.8422 2.0752 1.819 -0.967 -0.659
H -0.6762 -0.3443 1.2001 0.124 -0.032 -1.082
```
Positions in Å, forces in eV/Å.

Values from the calculation:
E_LUMO: -1.336 eV
gap between HOMO and LUMO: 7.49 eV
calculated total energy: -37779.135 eV

Okay, here come the Mulliken numbers, in e, for every atom: 0.022 -0.125 -0.006 -0.750 -0.260 -0.210 -0.255 0.048 0.288 0.264 0.281 0.311 0.264 0.129

***

Short version: relative energy (zero: lowest compared OMol25 entry of this formula, charge and spin) = 0.0, 228.8, 111.8, 199.7 kcal/mol, in the order given.